H10O5 as an isolated structure in a non-equilibrium geometry. Source: OMol25; level of theory: ωB97M-V/def2-TZVPD.

```
15
Properties=species:S:1:pos:R:3:forces:R:3
O 6.5321 19.3118 -1.7051 3.4 -13.1 2.8
H 6.9078 18.4473 -1.8714 -1.4 0.4 0.1
H 6.8237 19.5342 -0.8209 -0.3 -0.6 1.3
O 7.4844 19.7848 0.2752 1.5 0.6 2.8
H 7.5561 18.9904 0.8043 -0.2 -0.2 0.6
H 8.3892 20.0148 0.0637 0.5 0.6 0.0
O 7.5984 17.5511 -1.5126 3.3 -5.8 0.5
H 8.3526 17.8456 -1.0021 0.4 0.0 0.1
H 7.8849 17.6168 -2.4236 1.0 -0.8 -0.8
O 7.6026 20.5559 -2.9562 4.6 3.0 -4.0
H 7.3287 20.0932 -2.1643 1.1 0.8 -1.2
H 6.9994 20.2500 -3.6336 -0.2 0.4 0.0
O 5.3870 20.7914 -1.9200 -7.7 9.5 -0.3
H 5.9828 20.0558 -1.7780 -5.5 4.5 -1.6
H 5.8110 21.5312 -1.4852 -0.4 0.8 -0.3
```
Positions in Å, forces in eV/Å.

Summary:
orbital gap	7.33	eV
ΔE to the lowest compared entry with this formula, charge and spin	10.178	eV
HOMO energy	-8.0	eV